Entry 1:
Here is one molecule with the formula C5H8ClNS in a non-equilibrium geometry from the OMol25 dataset. Energies are from ωB97M-V with the def2-TZVPD basis set.

Geometry as XYZ:
```
16
Properties=species:S:1:pos:R:3:mulliken_charge:R:1
C 0.062 -0.849 0.081 0.63
C 1.355 -0.309 0.551 -1.02
C -0.495 1.287 0.404 -1.09
C -0.512 0.266 -0.679 0.90
C -0.766 -1.120 -1.094 -0.71
H -0.338 -0.277 2.319 0.19
H 1.825 -0.851 1.395 0.35
H 2.071 -0.182 -0.224 0.33
H 1.428 1.789 0.991 0.35
H -1.480 1.429 0.989 0.18
H -0.418 2.310 -0.036 0.42
H -0.279 -1.344 -2.023 0.26
H -1.659 -1.761 -0.941 0.24
N 0.787 0.954 1.167 -0.52
S -0.814 -1.277 1.631 -0.27
Cl 0.500 1.000 -1.901 -0.24
```

Energy above the lowest of the compared OMol25 structures with the same formula, charge and spin: 3.737 eV
Max |F|: 0.071 Eh/bohr
E_LUMO: 0.8 eV
DFT total energy: -30158.4269 eV
Total charge: 0
SMILES string: S[C@]12CNC[C@]1(Cl)C2

---

Entry 2:
Here is C52H54ClCsN6O as an isolated structure from the OMol25 dataset. Energies are from ωB97M-V with the def2-TZVPD basis set.

Geometry as XYZ:
```
115
Properties=species:S:1:pos:R:3:mulliken_charge:R:1
Cs 0.563 0.066 -0.888 1.80
C -5.824 1.785 -2.981 -1.08
C -4.426 1.708 -3.604 -1.06
C -3.338 2.018 -2.625 0.36
C -2.639 3.170 -2.473 0.38
C -2.777 4.447 -3.240 -1.03
C -3.616 5.490 -2.492 -0.96
C -1.710 2.940 -1.354 0.13
N -1.890 1.704 -0.857 -0.48
C -2.836 1.096 -1.592 0.18
C -3.256 -0.228 -1.422 -0.07
C -2.804 -1.166 -0.476 -0.03
C -3.271 -2.556 -0.374 0.48
C -4.269 -3.212 -1.279 -1.11
C -3.647 -3.644 -2.611 -1.09
C -2.568 -3.118 0.642 0.44
C -1.674 -2.067 1.150 -0.35
C -0.759 -2.222 2.195 -0.21
C 0.153 -1.278 2.700 -0.19
N 0.398 -0.075 2.149 -0.37
C 1.284 0.564 2.932 0.09
C 1.743 1.876 2.721 -0.53
C 1.303 2.801 1.768 0.08
N 0.380 2.560 0.814 -0.04
C 0.150 3.712 0.165 0.06
C -0.780 3.871 -0.876 -0.41
C 0.995 4.779 0.716 0.17
C 1.715 4.209 1.719 0.32
C 2.673 4.873 2.660 -0.98
C 2.021 5.250 3.996 -0.89
C 0.970 6.212 0.285 -1.14
C -0.225 6.981 0.860 -0.98
C 1.651 -0.285 4.067 0.50
C 0.936 -1.435 3.928 0.65
C 0.892 -2.613 4.855 -1.10
C 1.806 -3.764 4.430 -0.97
C 2.564 0.092 5.194 -1.18
C 1.871 0.965 6.247 -1.29
N -1.869 -0.928 0.455 -0.44
C -2.673 -4.511 1.181 -1.06
C -3.522 -4.587 2.455 -1.13
H -6.599 1.531 -3.710 0.36
H -5.903 1.100 -2.136 0.26
H -6.020 2.792 -2.607 0.25
H -4.271 0.705 -4.014 0.36
H -4.372 2.398 -4.452 0.36
H -1.786 4.865 -3.443 0.36
H -3.232 4.249 -4.215 0.41
H -3.176 5.700 -1.516 0.15
H -3.687 6.428 -3.051 0.36
H -4.625 5.110 -2.322 0.23
H -4.012 -0.585 -2.116 0.21
H -4.704 -4.083 -0.780 0.44
H -5.098 -2.525 -1.475 0.38
H -2.852 -4.371 -2.438 0.30
H -4.391 -4.092 -3.276 0.36
H -3.197 -2.789 -3.118 0.25
H -0.772 -3.186 2.697 0.22
H 2.485 2.239 3.428 0.13
H -0.791 4.845 -1.360 0.23
H 3.522 4.210 2.854 0.34
H 3.086 5.773 2.195 0.42
H 1.601 4.364 4.474 0.11
H 2.741 5.708 4.680 0.37
H 1.202 5.953 3.832 0.21
H 1.896 6.710 0.587 0.36
H 0.932 6.267 -0.808 0.37
H -0.186 6.989 1.951 0.22
H -0.240 8.017 0.508 0.36
H -1.160 6.501 0.569 0.20
H 1.163 -2.296 5.868 0.46
H -0.138 -2.977 4.918 0.38
H 2.852 -3.452 4.474 0.15
H 1.679 -4.636 5.077 0.47
H 1.599 -4.059 3.400 0.18
H 2.955 -0.812 5.673 0.49
H 3.434 0.632 4.804 0.42
H 1.025 0.429 6.683 0.29
H 2.555 1.250 7.051 0.41
H 1.480 1.871 5.783 0.17
H -3.102 -5.173 0.423 0.42
H -1.672 -4.899 1.392 0.38
H -4.541 -4.251 2.249 0.30
H -3.565 -5.606 2.849 0.36
H -3.112 -3.932 3.225 0.26
Cl 3.191 -2.421 -8.893 -0.31
C 2.481 -1.836 -7.391 0.15
C 1.559 -0.773 -7.429 -0.38
C 1.010 -0.313 -6.270 -0.73
C 1.314 -0.866 -4.957 -0.13
O 0.784 -0.382 -3.940 -0.56
C 2.265 -1.964 -4.976 0.90
C 2.738 -2.668 -3.809 -0.55
N 2.402 -2.518 -2.584 0.00
C 2.929 -3.380 -1.637 -0.25
C 2.986 -4.747 -1.826 -0.26
C 3.475 -5.613 -0.828 -0.68
C 3.898 -5.125 0.376 -1.00
C 3.828 -3.733 0.626 1.44
C 4.190 -3.167 1.870 -0.89
C 4.041 -1.829 2.079 -0.48
C 3.557 -1.038 1.014 -0.51
N 3.258 -1.515 -0.166 -0.36
C 3.352 -2.852 -0.371 0.11
C 2.819 -2.401 -6.195 -0.81
H 1.299 -0.328 -8.383 0.37
H 0.302 0.507 -6.281 0.38
H 3.510 -3.424 -4.041 0.33
H 2.604 -5.154 -2.754 0.56
H 3.498 -6.680 -1.018 0.36
H 4.259 -5.789 1.154 0.35
H 4.552 -3.819 2.658 0.40
H 4.255 -1.378 3.039 0.35
H 3.407 0.028 1.161 0.67
H 3.536 -3.216 -6.179 0.32
```

Energy above the lowest of the compared OMol25 structures with the same formula, charge and spin: 0.000 eV
Max |F|: 0.007 Eh/bohr
E_LUMO: 3.8 eV
DFT total energy: -78862.1047 eV
Total charge: -2

---

Entry 3:
Here is one molecule with the formula C3H5N5O2 in a non-equilibrium geometry from the OMol25 dataset. Energies are from ωB97M-V with the def2-TZVPD basis set.

Geometry as XYZ:
```
15
Properties=species:S:1:pos:R:3:mulliken_charge:R:1
C 0.204 -0.306 -0.871 -0.17
C -0.989 -0.010 -0.473 0.30
C 1.562 -0.382 -0.260 0.59
N 1.171 -0.502 -1.794 -0.64
N -2.133 -0.053 0.048 -0.30
N 1.989 -1.477 0.474 -0.49
N -2.928 1.127 0.325 -0.40
N 2.241 0.851 0.010 0.96
O 2.114 1.779 -0.739 -0.60
O 2.846 0.869 1.054 -0.56
H 1.387 0.302 -2.314 0.31
H 1.511 -2.222 0.024 0.28
H 2.873 -1.788 0.436 0.23
H -2.755 1.920 -0.271 0.25
H -3.855 0.820 0.549 0.25
```

Energy above the lowest of the compared OMol25 structures with the same formula, charge and spin: 6.546 eV
Max |F|: 0.088 Eh/bohr
E_LUMO: -0.2 eV
DFT total energy: -14730.0294 eV
Total charge: 0
SMILES string: NN=C=C1N[C@@]1(N)[N+](=O)[O-]

---

Entry 4:
Here is one molecule with the formula C21H30N2O4S in a non-equilibrium geometry from the OMol25 dataset. Energies are from ωB97M-V with the def2-TZVPD basis set.

Geometry as XYZ:
```
58
Properties=species:S:1:pos:R:3:mulliken_charge:R:1
C -0.771 -5.760 -1.600 -0.77
H -0.776 -5.333 -0.594 0.30
H -1.562 -6.515 -1.673 0.34
O -0.939 -4.766 -2.591 -0.54
C -2.104 -4.023 -2.458 0.34
C -3.083 -4.213 -3.419 -0.27
C -4.290 -3.539 -3.356 -0.54
C -4.518 -2.680 -2.298 -0.90
C -3.539 -2.462 -1.347 -0.88
C -2.297 -3.101 -1.407 1.04
N -1.308 -2.917 -0.444 0.26
C 0.054 -2.653 -0.873 -0.80
C 0.290 -1.147 -1.050 -1.36
N -0.050 -0.391 0.143 0.10
S 1.153 -0.393 1.335 1.46
O 1.983 -1.560 1.218 -0.79
O 0.512 -0.140 2.589 -0.68
C 2.156 1.025 0.777 -1.65
C 1.694 2.342 1.342 1.42
C 2.167 2.602 2.767 0.13
O 2.675 1.817 3.516 -0.59
C 1.930 4.084 3.005 -0.97
H 1.202 4.232 3.803 0.38
H 2.855 4.567 3.319 0.32
C 1.429 4.561 1.640 0.30
H 1.551 5.630 1.471 0.52
C -0.015 4.067 1.513 -1.37
H -0.502 4.488 0.634 0.33
H -0.609 4.347 2.382 0.42
C 0.162 2.542 1.399 -0.98
H -0.250 2.011 2.255 0.59
H -0.300 2.130 0.503 0.29
C 2.187 3.644 0.653 1.16
C 1.745 3.801 -0.800 -1.88
H 2.350 3.169 -1.447 0.44
H 1.890 4.833 -1.113 0.38
H 0.705 3.540 -0.954 0.44
C 3.706 3.807 0.701 -1.93
H 4.117 3.575 1.679 0.43
H 4.176 3.141 -0.020 0.42
H 3.978 4.829 0.445 0.40
H 2.086 0.998 -0.306 0.57
H 3.170 0.791 1.095 0.44
C -1.392 -0.683 0.613 -0.67
C -1.596 -2.195 0.777 -1.55
H -2.607 -2.423 1.117 0.66
H -0.887 -2.543 1.536 0.42
H -1.514 -0.181 1.572 0.49
H -2.095 -0.267 -0.115 0.57
H 1.343 -0.970 -1.269 0.53
H -0.323 -0.763 -1.873 0.47
H 0.258 -3.165 -1.811 0.62
H 0.738 -3.018 -0.101 0.40
H -3.750 -1.770 -0.548 0.31
H -5.461 -2.159 -2.214 0.39
H -5.044 -3.701 -4.110 0.39
H -2.880 -4.916 -4.212 0.43
H 0.193 -6.225 -1.797 0.24
```

Energy above the lowest of the compared OMol25 structures with the same formula, charge and spin: 1.393 eV
Max |F|: 0.019 Eh/bohr
E_LUMO: 0.5 eV
DFT total energy: -44268.6735 eV
Total charge: 0
SMILES string: COc1ccccc1N1CCN(S(=O)(=O)C[C@@]23CC[C@@H](CC2=O)C3(C)C)CC1